Entry 1:
120
Properties=species:S:1:pos:R:3:lowdin_charge:R:1 method="wB97M-V/def2-TZVPD" charge=+1 multiplicity=1 e_homo_ev=-11.3811 orbital_gap_ev=7.22 e_tot_ev=-66866.7213
Cl -3.236 0.729 -2.663 0.7736
C -2.741 2.371 -2.669 -0.6045
C -1.870 2.869 -1.699 -0.0046
C -1.497 4.212 -1.747 -0.0146
C -1.977 5.013 -2.755 -0.0204
N -2.818 4.494 -3.666 0.1205
C -3.224 3.209 -3.656 -0.0280
H -1.493 2.223 -0.914 0.1325
H -0.832 4.633 -1.005 0.1231
H -1.715 6.059 -2.849 0.1518
H -3.170 5.096 -4.401 0.1889
H -3.939 2.888 -4.407 0.1016
C -1.124 4.743 3.565 -0.0528
C -1.498 4.639 2.097 -0.5057
C -2.424 5.764 1.661 -0.0569
O -2.093 3.369 1.808 -0.0639
H -2.020 4.678 4.187 0.0865
H -0.458 3.929 3.848 0.0820
H -0.630 5.690 3.779 0.0852
H -0.586 4.659 1.495 0.1260
H -3.360 5.737 2.223 0.0872
H -2.678 5.658 0.604 0.0573
H -1.966 6.742 1.815 0.0862
H -2.901 3.288 2.328 0.0907
C 2.860 4.019 -4.692 -0.0545
C 2.496 4.458 -3.284 -0.4848
C 2.008 3.309 -2.424 -0.0645
O 1.488 5.484 -3.339 -0.0629
H 1.988 3.589 -5.197 0.0786
H 3.205 4.868 -5.281 0.0829
H 3.647 3.264 -4.677 0.0848
H 3.358 4.918 -2.804 0.1317
H 1.096 2.880 -2.860 0.0700
H 1.777 3.669 -1.423 0.0613
H 2.748 2.513 -2.343 0.0896
H 0.741 5.093 -3.805 0.0567
C 3.897 2.944 1.373 -0.0599
C 4.651 3.907 0.472 -0.4906
C 5.723 4.683 1.217 -0.0572
O 3.723 4.792 -0.164 -0.0679
H 3.400 3.493 2.180 0.0843
H 3.132 2.403 0.820 0.0548
H 4.569 2.213 1.826 0.0782
H 5.110 3.353 -0.350 0.1386
H 5.271 5.279 2.016 0.0817
H 6.245 5.364 0.546 0.0801
H 6.453 4.010 1.668 0.0821
H 3.281 5.301 0.524 0.0889
C 1.343 -1.893 0.350 -0.0637
C 2.363 -1.028 1.067 -0.4890
C 2.761 -1.616 2.410 -0.0510
O 1.874 0.310 1.235 -0.0748
H 0.427 -1.976 0.943 0.0847
H 1.077 -1.460 -0.616 0.0784
H 1.716 -2.902 0.182 0.0590
H 3.253 -0.920 0.443 0.1372
H 1.886 -1.691 3.063 0.0866
H 3.497 -0.992 2.913 0.0575
H 3.181 -2.616 2.291 0.0783
H 1.084 0.260 1.785 0.0834
C 5.714 0.074 7.009 -0.0609
C 5.273 0.085 5.555 -0.4993
C 4.427 1.306 5.228 -0.0588
O 4.569 -1.113 5.229 -0.0615
H 4.841 0.043 7.668 0.0817
H 6.323 -0.804 7.218 0.0804
H 6.293 0.966 7.254 0.0808
H 6.154 0.071 4.910 0.1380
H 3.519 1.308 5.839 0.0826
H 4.125 1.297 4.180 0.0579
H 4.972 2.230 5.426 0.0814
H 3.777 -1.146 5.778 0.0891
C -2.143 -5.658 -0.903 -0.0562
C -1.117 -4.699 -1.487 -0.4989
C -0.696 -5.120 -2.888 -0.0605
O 0.015 -4.591 -0.635 -0.0714
H -1.721 -6.662 -0.816 0.0875
H -2.438 -5.338 0.097 0.0647
H -3.037 -5.716 -1.526 0.0800
H -1.542 -3.692 -1.525 0.1323
H -0.232 -6.109 -2.858 0.0827
H 0.034 -4.419 -3.294 0.0764
H -1.550 -5.167 -3.566 0.0772
H 0.445 -5.452 -0.559 0.0648
C -5.789 -5.090 1.209 -0.0680
C -5.664 -6.106 2.334 -0.5029
C -5.741 -5.446 3.702 -0.0637
O -4.454 -6.848 2.202 -0.0545
H -4.963 -4.373 1.259 0.0753
H -5.741 -5.585 0.239 0.0761
H -6.726 -4.534 1.275 0.0772
H -6.461 -6.846 2.244 0.1383
H -4.921 -4.732 3.822 0.0795
H -5.654 -6.192 4.491 0.0803
H -6.682 -4.910 3.832 0.0789
H -3.722 -6.225 2.277 0.0775
C 3.949 -7.502 -0.194 -0.0573
C 3.521 -6.050 -0.327 -0.4895
C 4.627 -5.090 0.082 -0.0550
O 2.338 -5.797 0.438 -0.0678
H 4.200 -7.729 0.846 0.0834
H 3.142 -8.170 -0.497 0.0798
H 4.824 -7.713 -0.809 0.0823
H 3.231 -5.849 -1.360 0.1393
H 4.897 -5.247 1.130 0.0848
H 4.297 -4.056 -0.029 0.0693
H 5.521 -5.237 -0.525 0.0824
H 2.542 -5.958 1.366 0.0975
C -7.377 1.581 -4.032 -0.0539
C -6.876 1.992 -5.406 -0.4762
C -7.214 0.964 -6.470 -0.0506
O -5.457 2.227 -5.372 -0.1018
H -6.914 0.637 -3.728 0.0820
H -7.126 2.336 -3.287 0.0785
H -8.457 1.442 -4.034 0.0871
H -7.309 2.956 -5.679 0.1406
H -6.747 0.004 -6.232 0.0863
H -6.847 1.284 -7.445 0.0842
H -8.290 0.810 -6.537 0.0879
H -5.042 1.380 -5.159 0.0718

=====

Entry 2:
135
Properties=species:S:1:pos:R:3:lowdin_charge:R:1 method="wB97M-V/def2-TZVPD" charge=+2 multiplicity=1 e_homo_ev=-10.7917 orbital_gap_ev=4.33 e_tot_ev=-85815.6135 relative_energy_kcal_mol=0.00
Li 13.212 11.884 -1.418 0.6348
Ba 16.729 17.143 0.613 2.0085
C 16.560 12.149 1.168 -0.5228
F 17.854 12.185 1.506 0.1321
F 16.093 10.822 1.079 0.0965
F 15.923 12.785 2.168 0.0998
S 16.275 13.247 -0.388 0.5570
O 16.286 14.660 0.063 -0.5855
O 17.376 12.865 -1.288 -0.2915
O 14.994 12.807 -0.865 -0.3473
C 14.818 9.843 -2.422 -0.0305
C 15.099 11.036 -3.364 -0.3577
C 15.375 10.722 -4.890 -0.1527
O 16.697 10.203 -4.957 -0.2222
C 16.746 9.242 -6.014 -0.0805
N 13.821 11.723 -3.305 -0.0539
H 15.416 8.971 -2.687 0.0781
H 13.813 9.428 -2.498 0.0850
H 15.089 10.049 -1.387 0.0599
H 15.807 11.711 -2.884 0.0990
H 15.298 11.557 -5.585 0.1323
H 14.602 10.010 -5.178 0.1259
H 16.364 9.645 -6.952 0.0960
H 16.360 8.249 -5.786 0.0991
H 17.781 9.094 -6.322 0.0872
H 13.738 12.627 -3.747 0.0972
H 13.109 11.204 -3.798 0.0722
C 20.722 14.651 1.356 -0.0301
C 19.315 15.255 1.467 -0.4626
C 18.695 15.172 2.864 -0.2090
O 17.388 15.638 2.842 -0.3659
C 16.687 15.610 4.106 -0.0500
N 19.443 16.562 0.866 -0.0795
H 20.700 13.650 1.786 0.0875
H 21.556 15.180 1.818 0.1014
H 20.928 14.392 0.318 0.0919
H 18.702 14.583 0.867 0.1029
H 19.371 15.478 3.663 0.1510
H 18.544 14.136 3.167 0.1335
H 16.886 16.542 4.635 0.0949
H 16.877 14.825 4.839 0.1167
H 15.610 15.738 4.002 0.0829
H 19.735 17.078 1.684 0.0923
H 20.195 16.506 0.193 0.0996
C 13.453 12.475 4.506 -0.0421
C 12.205 13.076 3.884 -0.4021
C 12.010 14.562 4.209 -0.2033
O 12.452 14.688 5.562 -0.1870
C 12.399 16.023 6.008 -0.1065
N 12.120 12.928 2.420 0.0408
H 13.655 11.457 4.173 0.0809
H 13.470 12.357 5.590 0.0901
H 14.300 13.102 4.229 0.0582
H 11.360 12.615 4.396 0.1447
H 10.979 14.900 4.102 0.1314
H 12.598 15.095 3.461 0.1066
H 13.169 16.574 5.468 0.0735
H 12.806 16.080 7.017 0.0921
H 11.423 16.506 6.060 0.0979
H 11.349 13.491 2.089 0.0829
H 12.881 13.410 1.964 0.0658
C 11.547 9.428 1.838 -0.0559
C 11.785 9.862 0.428 -0.4005
C 10.701 10.552 -0.437 -0.1317
O 11.264 10.788 -1.769 -0.2484
C 10.404 11.409 -2.724 -0.0965
N 12.915 10.791 0.404 -0.0110
H 12.319 8.848 2.344 0.0905
H 10.722 8.719 1.910 0.0863
H 11.294 10.266 2.487 0.0689
H 12.174 8.964 -0.051 0.1437
H 10.379 11.486 0.025 0.1221
H 9.785 9.962 -0.417 0.1325
H 10.847 11.316 -3.715 0.0847
H 9.937 12.385 -2.593 0.0942
H 9.525 10.770 -2.808 0.0924
H 12.748 11.519 1.084 0.0232
H 13.726 10.267 0.699 0.0702
C 20.288 9.756 -3.880 -0.0266
C 19.554 10.520 -2.846 -0.4014
C 20.476 11.342 -1.900 -0.1589
O 21.533 10.538 -1.327 -0.1828
C 22.156 11.111 -0.199 -0.1183
N 18.641 11.508 -3.449 0.0494
H 21.053 10.326 -4.406 0.0997
H 19.517 9.354 -4.537 0.0786
H 20.825 8.919 -3.432 0.0803
H 18.928 9.910 -2.196 0.1160
H 19.847 11.748 -1.108 0.1020
H 20.911 12.147 -2.493 0.1256
H 22.612 12.094 -0.312 0.0853
H 22.971 10.488 0.173 0.0880
H 21.480 10.974 0.645 0.0758
H 17.948 11.868 -2.809 0.0270
H 18.100 10.971 -4.112 0.0513
C 19.796 14.063 -5.857 -0.2338
C 18.691 14.613 -4.856 -0.1797
O 19.153 14.432 -3.463 -0.1229
O 19.738 12.663 -5.871 -0.0826
H 20.771 14.356 -5.469 0.1105
H 19.697 14.432 -6.877 0.1163
H 17.808 14.005 -5.054 0.1003
H 18.383 15.645 -5.025 0.0997
H 18.960 13.515 -3.256 -0.0053
H 19.727 12.418 -4.943 0.0197
C 20.441 5.545 2.475 -0.0308
C 18.971 5.839 2.254 -0.5097
C 18.585 7.161 3.020 -0.1091
C 19.064 8.463 2.246 -0.1487
C 18.592 8.348 0.767 -0.1380
C 18.856 7.062 -0.082 -0.4384
N 18.627 5.897 0.796 -0.1192
O 18.878 4.724 0.070 -0.0128
C 17.791 7.064 -1.270 -0.0182
C 20.316 7.193 -0.703 -0.0057
C 18.148 4.697 2.813 -0.0456
H 20.548 5.435 3.554 0.0873
H 21.116 6.341 2.161 0.0751
H 20.667 4.580 2.022 0.0898
H 17.530 7.270 3.273 0.1090
H 19.132 7.141 3.962 0.1083
H 20.148 8.499 2.357 0.0930
H 18.708 9.313 2.828 0.0900
H 18.957 9.182 0.168 0.0913
H 17.526 8.568 0.702 0.0885
H 17.941 6.126 -1.803 0.0713
H 16.737 7.067 -0.990 0.0766
H 18.134 7.854 -1.938 0.0585
H 20.473 6.292 -1.296 0.0808
H 20.417 7.978 -1.452 0.0416
H 21.102 7.418 0.019 0.0765
H 17.125 4.774 2.445 0.0872
H 18.080 4.742 3.900 0.0886
H 18.588 3.754 2.487 0.0848
H 18.007 4.444 -0.221 0.1027

=====

What is the multiplicity in the first record?
1